Entry 1:
The following is a quantum chemistry calculation of 9 unconnected molecules or ions with the total composition C36H88O10 at a distorted geometry, from the Open Molecules 2025 dataset.

```
134
Properties=species:S:1:pos:R:3
C 1.7470 -3.8145 2.9386
C 2.5407 -3.1108 3.8120
C 2.6102 -1.6012 3.6475
O 1.3561 -1.1539 3.1929
C 1.2656 0.2573 3.0574
C -0.0454 0.8525 3.5967
C -1.1997 -0.1480 3.7931
C -2.3973 0.0716 2.8332
C -2.3407 -0.8285 1.5778
C -3.2286 -2.0642 1.6409
C -2.7716 -3.1442 2.6604
C 1.4459 0.6534 1.5730
O 2.3895 -0.1542 0.9115
C 1.7964 -1.1549 0.0994
H 0.6639 -3.7361 2.9436
H 2.1635 -4.5129 2.2120
H 3.0681 -3.6018 4.6258
H 2.8763 -1.1332 4.6069
H 3.3943 -1.4092 2.9094
H 2.0870 0.6900 3.6410
H -0.3831 1.5898 2.8616
H 0.1102 1.4316 4.5031
H -0.9089 -1.1929 3.7371
H -1.5910 0.0026 4.8027
H -2.3603 1.1107 2.4952
H -3.3401 -0.0538 3.3677
H -2.7165 -0.2215 0.7487
H -1.3111 -1.0782 1.3118
H -3.1753 -2.5337 0.6547
H -4.2823 -1.8332 1.8040
H -3.5433 -3.2996 3.4131
H -2.6625 -4.1052 2.1442
H -1.8004 -2.9155 3.0930
H 0.4549 0.5846 1.1090
H 1.7522 1.7032 1.5350
H 1.5141 -2.0238 0.7032
H 2.5188 -1.4520 -0.6607
H 0.8988 -0.7975 -0.4164
C -0.1712 -3.2221 -2.0043
C -1.6522 -2.8810 -2.0289
C -2.2436 -3.0711 -3.4181
O -1.8446 -1.5309 -1.6042
H 0.3903 -2.5687 -2.6777
H 0.2380 -3.0762 -1.0047
H 0.0027 -4.2572 -2.3036
H -2.1844 -3.5123 -1.3151
H -1.7511 -2.4116 -4.1391
H -3.3046 -2.8165 -3.4208
H -2.1314 -4.1026 -3.7580
H -1.3828 -0.9555 -2.2248
C 3.1739 -3.5700 -5.2726
C 3.3010 -2.3874 -4.3268
C 4.6204 -1.6579 -4.5226
O 3.1884 -2.8400 -2.9750
H 3.9711 -4.2976 -5.0879
H 2.2295 -4.0824 -5.1178
H 3.2286 -3.2509 -6.3134
H 2.4724 -1.6959 -4.4940
H 5.4640 -2.3230 -4.3141
H 4.6987 -0.8161 -3.8311
H 4.7177 -1.2821 -5.5417
H 3.9121 -3.4530 -2.8044
C -0.3585 6.3073 5.2657
C 0.0584 5.1174 4.4129
C 0.0957 5.4796 2.9348
O -0.8458 4.0359 4.6157
H -1.3630 6.6432 4.9925
H -0.3902 6.0271 6.3196
H 0.3280 7.1469 5.1490
H 1.0427 4.7667 4.7296
H -0.8951 5.7889 2.5904
H 0.3887 4.6150 2.3373
H 0.7983 6.2912 2.7401
H -1.7241 4.3292 4.3404
C -3.2348 -8.4084 0.7479
C -3.5204 -7.5545 1.9741
C -4.7514 -8.0508 2.7171
O -3.7055 -6.1942 1.5850
H -4.0725 -8.3653 0.0460
H -2.3541 -8.0384 0.2216
H -3.0651 -9.4511 1.0211
H -2.6577 -7.5718 2.6415
H -5.6354 -7.9967 2.0755
H -4.9479 -7.4269 3.5896
H -4.6258 -9.0831 3.0477
H -4.4674 -6.1588 0.9950
C -0.6076 -6.2933 -7.2618
C -0.5084 -4.8201 -6.8966
C -1.3857 -3.9664 -7.7994
O 0.8494 -4.3881 -6.9893
H -0.2670 -6.4588 -8.2878
H 0.0299 -6.8921 -6.6104
H -1.6332 -6.6554 -7.1747
H -0.8079 -4.6794 -5.8568
H -1.0694 -4.0596 -8.8422
H -1.3005 -2.9130 -7.5298
H -2.4339 -4.2607 -7.7277
H 1.1354 -4.5042 -7.9029
C -6.2673 6.0581 4.8265
C -5.0965 5.1599 5.1936
C -4.3664 5.6771 6.4236
O -4.1889 5.0744 4.0934
H -5.9184 7.0678 4.5919
H -6.7767 5.6792 3.9398
H -6.9883 6.1215 5.6426
H -5.4556 4.1472 5.3794
H -3.9590 6.6753 6.2379
H -3.5255 5.0273 6.6708
H -5.0319 5.7296 7.2865
H -3.8597 5.9630 3.9125
C 5.5378 1.9429 -6.9272
C 5.9844 0.7541 -7.7645
C 6.0327 1.1070 -9.2431
O 5.0958 -0.3444 -7.5568
H 4.5310 2.2589 -7.2146
H 5.5017 1.6744 -5.8707
H 6.2147 2.7899 -7.0487
H 6.9698 0.4229 -7.4345
H 5.0412 1.3977 -9.6014
H 6.3479 0.2448 -9.8318
H 6.7241 1.9295 -9.4319
H 4.2161 -0.0721 -7.8429
C 3.1094 9.6257 4.2382
C 1.8447 9.1631 3.5310
C 1.7947 9.6691 2.0977
O 0.6959 9.6185 4.2463
H 3.1467 10.7177 4.2836
H 3.1284 9.2599 5.2655
H 4.0038 9.2696 3.7247
H 1.8020 8.0738 3.5354
H 1.7908 10.7624 2.0762
H 0.8806 9.3340 1.6059
H 2.6507 9.3142 1.5217
H 0.7187 10.5822 4.2538
```

The calculation puts the total energy at -59229.3870 eV. For the HOMO-LUMO gap, the calculation gives 7.936 eV.

***

Entry 2:
The following is a quantum chemistry calculation of 9 unconnected molecules or ions with the total composition C36H88O17 at a distorted geometry, from the Open Molecules 2025 dataset.

```
141
Properties=species:S:1:pos:R:3
C 0.2211 0.6311 -0.7445
C 1.3012 1.6998 -0.7049
C 1.6479 1.6972 0.7594
O 1.5264 0.3532 1.1554
C 0.4315 -0.2313 0.5092
H 0.4125 0.0718 -1.6603
H -0.8210 0.9479 -0.7028
H 0.9251 2.6602 -1.0576
H 2.2423 1.4140 -1.1745
H 0.9051 2.2039 1.3756
H 2.6063 2.0738 1.1167
H -0.4417 -0.1777 1.1594
H 0.6423 -1.2926 0.3776
C -1.1568 -2.2056 6.1659
O -0.4411 -1.2189 5.3819
C 0.7372 -1.7526 4.7387
C 1.5414 -0.6849 4.1079
O 2.1245 0.2714 5.0103
C 2.2285 1.5942 4.4606
H -1.6749 -2.8504 5.4559
H -1.9154 -1.6646 6.7315
H -0.5608 -2.8097 6.8499
H 0.4222 -2.4206 3.9371
H 1.2939 -2.2879 5.5079
H 0.8581 -0.2086 3.4048
H 2.3922 -1.1403 3.6010
H 2.7489 2.2296 5.1773
H 1.2267 2.0213 4.5071
H 2.6251 1.7448 3.4565
C 0.5953 -4.7610 0.2276
O -0.2529 -5.1698 1.2706
C 0.5017 -5.2383 2.4950
C 1.8009 -6.0883 2.5799
O 1.5562 -7.3914 2.0173
C 0.9283 -8.3142 2.8782
H 1.0528 -3.7991 0.4589
H 0.0818 -4.7248 -0.7332
H 1.3697 -5.5059 0.0442
H -0.1275 -5.7003 3.2558
H 0.7164 -4.2060 2.7710
H 2.1656 -6.1807 3.6029
H 2.5191 -5.6367 1.8956
H 1.6254 -8.9682 3.4021
H 0.3302 -8.9825 2.2587
H 0.2800 -7.7951 3.5842
C -2.9049 2.7370 -2.9476
O -2.4025 3.7638 -2.0435
C -3.3051 3.9673 -0.9610
C -3.1482 5.3352 -0.3364
O -3.2835 6.4356 -1.3380
C -4.5621 6.5021 -2.0118
H -3.8423 3.0458 -3.4104
H -3.0936 1.8048 -2.4153
H -2.1715 2.6711 -3.7512
H -3.1491 3.1689 -0.2355
H -4.3412 3.9745 -1.2993
H -2.1432 5.5074 0.0489
H -3.8114 5.5294 0.5066
H -4.5457 5.7276 -2.7786
H -4.6642 7.5047 -2.4273
H -5.4105 6.4150 -1.3330
C 0.4168 1.5939 -4.3419
O 0.7818 1.8745 -5.6673
C -0.2386 2.3049 -6.5763
C -1.3507 1.1405 -6.9559
O -2.3606 0.9315 -5.9643
C -3.4747 0.1714 -6.4544
H -0.2511 2.3760 -3.9807
H 1.3092 1.5658 -3.7167
H -0.0373 0.6041 -4.2951
H 0.2108 2.5819 -7.5299
H -0.7534 3.1909 -6.2049
H -0.9061 0.1989 -7.2781
H -1.8402 1.5388 -7.8446
H -4.2684 0.3195 -5.7222
H -3.2642 -0.8964 -6.5155
H -3.8584 0.5191 -7.4135
C -2.7567 1.2429 5.5845
O -3.3601 2.1811 4.7804
C -3.7558 1.7703 3.5172
C -2.6027 1.7095 2.5238
O -1.9247 2.9433 2.1285
C -1.1496 3.5731 3.1969
H -3.3513 0.3293 5.5855
H -2.4796 1.4690 6.6141
H -1.7711 0.9883 5.1947
H -4.4003 2.5982 3.2217
H -4.5323 1.0058 3.5445
H -3.0140 1.2284 1.6364
H -1.8359 1.0119 2.8606
H -0.4827 2.8792 3.7086
H -1.8391 4.0729 3.8773
H -0.5234 4.3575 2.7717
C -2.4387 -2.5725 1.0867
O -3.2115 -1.7226 1.9127
C -3.9416 -2.3858 2.9316
C -5.2328 -2.9785 2.4023
O -6.1168 -1.8611 2.1590
C -7.3390 -2.2515 1.6231
H -3.0585 -3.2439 0.4926
H -1.6612 -3.1325 1.6062
H -1.9425 -2.0269 0.2841
H -4.1373 -1.6436 3.7055
H -3.3990 -3.1956 3.4194
H -5.6634 -3.6278 3.1646
H -5.1886 -3.6361 1.5342
H -7.8915 -1.3345 1.4184
H -7.9610 -2.8453 2.2929
H -7.2076 -2.8535 0.7240
C 3.4166 -2.3216 0.0043
O 2.7137 -2.7604 -1.1294
C 3.0548 -2.2043 -2.4405
C 2.1078 -2.7969 -3.5225
O 2.4800 -2.2914 -4.8001
C 1.7134 -2.8105 -5.9204
H 3.1697 -1.2710 0.1570
H 4.4989 -2.3934 -0.1037
H 3.2106 -2.9865 0.8430
H 4.0735 -2.4725 -2.7206
H 2.9716 -1.1176 -2.4531
H 1.0786 -2.6032 -3.2200
H 2.2150 -3.8815 -3.5361
H 0.6932 -2.4437 -5.8071
H 1.6691 -3.8995 -5.9017
H 2.2095 -2.5091 -6.8430
C 8.4156 5.6817 -1.8700
O 7.6840 4.5271 -1.5509
C 7.3044 3.8044 -2.7325
C 6.9540 2.3439 -2.3349
O 5.7260 2.3919 -1.5945
C 5.3630 1.1516 -1.1998
H 9.3215 5.4879 -2.4442
H 8.5705 6.2633 -0.9612
H 7.7434 6.3913 -2.3524
H 8.1534 3.8081 -3.4162
H 6.4652 4.3187 -3.2008
H 7.8738 2.0339 -1.8388
H 6.9249 1.7243 -3.2312
H 4.6498 1.3562 -0.4013
H 6.1370 0.6048 -0.6611
H 5.0808 0.5134 -2.0371
```

The calculation puts the total energy at -73553.2731 eV. As for the energy above the lowest of the compared OMol25 structures with the same formula, charge and spin: 0.0 kcal per mole. For the HOMO-LUMO gap, the calculation gives 9.678 eV.